{"formula": "C51H43N4P2SiTl", "method": "ωB97M-V with the def2-TZVPD basis set", "e_lumo_ev": [4.09, 4.08], "homo_energy_ev": [-1.135, -0.206], "total_energy_ev": -90686.8155, "total_charge": -2, "de_lowest_ev": 5.903, "symbols": ["Tl", "C", "Si", "C", "C", "C", "C", "C", "C", "P", "C", "C", "C", "C", "C", "C", "C", "C", "C", "C", "C", "C", "C", "C", "C", "C", "C", "C", "P", "C", "C", "C", "C", "C", "C", "C", "C", "C", "C", "C", "C", "H", "H", "H", "H", "H", "H", "H", "H", "H", "H", "H", "H", "H", "H", "H", "H", "H", "H", "H", "H", "H", "H", "H", "H", "H", "H", "H", "H", "H", "H", "H", "N", "C", "C", "C", "C", "N", "C", "C", "H", "H", "H", "H", "N", "C", "C", "C", "C", "C", "C", "H", "H", "H", "H", "H", "C", "C", "N", "H", "H", "H"], "coordinates": [[-0.015, -0.855, 0.030], [-3.413, -2.829, 1.223], [-2.601, -1.561, 0.076], [-2.704, -2.274, -1.660], [-3.760, -3.146, -1.995], [-3.880, -3.702, -3.258], [-2.905, -3.402, -4.210], [-1.844, -2.575, -3.873], [-1.710, -1.974, -2.609], [0.256, -1.107, -2.644], [1.973, -0.184, -2.491], [2.317, 1.133, -2.806], [3.644, 1.569, -2.776], [4.663, 0.700, -2.404], [4.338, -0.612, -2.062], [3.019, -1.038, -2.117], [-0.478, 0.258, -3.678], [0.079, 0.538, -4.931], [-0.479, 1.488, -5.779], [-1.606, 2.202, -5.384], [-2.163, 1.952, -4.137], [-1.607, 0.987, -3.302], [-3.864, -0.077, 0.065], [-5.232, -0.360, -0.072], [-6.203, 0.630, -0.014], [-5.832, 1.954, 0.195], [-4.488, 2.270, 0.317], [-3.502, 1.279, 0.236], [-1.707, 1.622, 0.437], [-1.495, 1.800, 2.273], [0.054, 1.648, 2.468], [0.393, 1.837, 3.972], [-0.573, 2.721, 4.815], [-1.549, 3.527, 4.018], [-2.008, 3.082, 2.853], [-1.447, 3.312, -0.255], [-0.383, 4.086, 0.235], [-0.052, 5.297, -0.358], [-0.749, 5.756, -1.471], [-1.787, 4.989, -1.981], [-2.132, 3.782, -1.376], [-4.507, -2.829, 1.159], [-3.052, -3.832, 0.973], [-3.135, -2.623, 2.263], [-4.507, -3.394, -1.241], [-4.705, -4.365, -3.495], [-2.966, -3.829, -5.207], [-1.070, -2.394, -4.619], [1.542, 1.843, -3.076], [3.878, 2.595, -3.042], [5.695, 1.036, -2.386], [5.114, -1.306, -1.754], [2.780, -2.069, -1.855], [0.965, -0.007, -5.241], [-0.033, 1.672, -6.751], [-2.044, 2.947, -6.040], [-3.039, 2.506, -3.813], [-2.062, 0.784, -2.338], [-5.546, -1.387, -0.240], [-7.250, 0.370, -0.131], [-6.583, 2.734, 0.258], [-4.199, 3.305, 0.460], [1.097, -0.155, 2.549], [1.447, 2.073, 4.134], [-0.054, 3.350, 5.537], [-1.940, 4.450, 4.440], [-2.761, 3.651, 2.315], [0.170, 3.697, 1.088], [0.765, 5.885, 0.047], [-0.477, 6.693, -1.944], [-2.325, 5.320, -2.862], [-2.935, 3.191, -1.802], [5.150, -6.592, 0.631], [4.348, -5.746, 0.666], [3.379, -4.724, 0.711], [3.638, -3.448, 1.326], [2.657, -2.505, 1.374], [1.392, -2.674, 0.879], [1.152, -3.875, 0.258], [2.060, -4.883, 0.157], [4.614, -3.231, 1.743], [2.865, -1.534, 1.814], [0.165, -3.988, -0.182], [1.789, -5.798, -0.352], [0.152, 0.140, 2.330], [-0.753, -0.132, 3.437], [-0.162, 0.551, 4.657], [-1.142, 1.399, 5.516], [-2.595, 1.113, 5.312], [-3.031, 0.697, 4.128], [-2.081, 0.468, 2.990], [0.512, -0.079, 5.240], [-0.891, 1.374, 6.575], [-3.293, 1.310, 6.121], [-4.090, 0.533, 3.954], [-2.559, -0.176, 2.256], [3.383, 3.146, 0.199], [2.802, 1.815, 0.369], [2.351, 0.784, 0.584], [3.350, 3.672, 1.153], [2.803, 3.702, -0.537], [4.408, 3.060, -0.151]]}

=====

{"formula": "C51H44BrF11NS", "method": "ωB97M-V with the def2-TZVPD basis set", "e_lumo_ev": -5.35, "homo_energy_ev": -10.278, "total_energy_ev": -165849.6777, "total_charge": 1, "symbols": ["C", "C", "C", "F", "C", "C", "C", "C", "F", "F", "F", "C", "Br", "C", "S", "N", "H", "H", "H", "H", "H", "H", "H", "H", "H", "F", "C", "C", "C", "C", "C", "C", "H", "H", "H", "H", "H", "F", "C", "C", "C", "C", "C", "C", "H", "H", "H", "H", "H", "F", "C", "C", "C", "C", "C", "C", "H", "H", "H", "H", "H", "F", "C", "C", "C", "C", "C", "C", "H", "H", "H", "H", "H", "F", "C", "C", "C", "C", "C", "C", "H", "H", "H", "H", "H", "F", "C", "C", "C", "C", "C", "C", "H", "H", "H", "H", "H", "F", "C", "C", "C", "C", "C", "C", "H", "H", "H", "H", "H"], "coordinates": [[1.279, -3.638, 1.457], [-0.214, -3.299, 0.880], [-1.114, -2.969, 2.161], [-1.316, -4.180, 2.932], [-2.543, -2.343, 1.834], [-3.806, -3.240, 1.827], [-5.250, -2.666, 1.541], [-6.425, -3.705, 1.619], [-7.714, -3.284, 1.316], [-6.436, -4.249, 2.946], [-6.119, -4.812, 0.756], [-5.310, -1.151, 1.261], [-7.015, -0.271, 0.880], [-3.991, -0.304, 1.272], [-4.103, 1.497, 0.948], [-2.730, -0.929, 1.569], [2.086, -2.924, 1.050], [1.571, -4.742, 1.275], [1.323, -3.509, 2.606], [-0.542, -4.229, 0.308], [-0.101, -2.426, 0.154], [-0.544, -2.213, 2.812], [-3.684, -4.352, 2.049], [-3.283, 2.114, 1.899], [-1.878, -0.340, 1.603], [-6.261, 4.281, 2.677], [-7.394, 4.458, 1.976], [-7.873, 5.742, 1.768], [-9.042, 5.925, 1.037], [-9.725, 4.822, 0.531], [-9.238, 3.537, 0.750], [-8.062, 3.354, 1.472], [-7.332, 6.588, 2.176], [-9.421, 6.926, 0.862], [-10.640, 4.965, -0.035], [-9.773, 2.678, 0.359], [-7.663, 2.362, 1.645], [-6.777, -3.093, -3.268], [-6.745, -4.436, -3.329], [-6.571, -5.058, -4.555], [-6.532, -6.447, -4.616], [-6.678, -7.198, -3.452], [-6.857, -6.562, -2.227], [-6.885, -5.173, -2.164], [-6.467, -4.457, -5.451], [-6.388, -6.944, -5.570], [-6.651, -8.282, -3.502], [-6.974, -7.148, -1.322], [-7.014, -4.662, -1.220], [1.285, -5.431, 3.993], [0.769, -5.805, 5.176], [1.623, -6.112, 6.224], [1.089, -6.494, 7.451], [-0.292, -6.575, 7.612], [-1.140, -6.268, 6.551], [-0.607, -5.876, 5.328], [2.695, -6.051, 6.077], [1.748, -6.729, 8.280], [-0.707, -6.877, 8.568], [-2.215, -6.336, 6.677], [-1.251, -5.626, 4.495], [1.570, -0.593, 0.363], [2.556, 0.240, 0.748], [3.480, 0.678, -0.187], [4.496, 1.542, 0.209], [4.581, 1.950, 1.538], [3.650, 1.500, 2.470], [2.628, 0.644, 2.071], [3.403, 0.343, -1.215], [5.219, 1.896, -0.515], [5.377, 2.621, 1.848], [3.720, 1.815, 3.505], [1.889, 0.291, 2.781], [-0.128, 0.646, -1.714], [-0.756, -0.160, -2.585], [-0.384, -0.143, -3.920], [-1.032, -0.983, -4.821], [-2.052, -1.823, -4.377], [-2.420, -1.828, -3.036], [-1.765, -0.996, -2.133], [0.406, 0.523, -4.248], [-0.743, -0.983, -5.866], [-2.559, -2.474, -5.081], [-3.218, -2.479, -2.693], [-2.033, -0.993, -1.083], [7.493, 1.898, -0.352], [7.771, 3.211, -0.422], [6.735, 4.132, -0.349], [7.024, 5.491, -0.416], [8.343, 5.914, -0.567], [9.373, 4.981, -0.644], [9.087, 3.622, -0.566], [5.716, 3.785, -0.240], [6.223, 6.220, -0.352], [8.567, 6.975, -0.624], [10.399, 5.312, -0.766], [9.877, 2.882, -0.615], [11.429, 7.672, -2.170], [10.939, 7.773, -3.417], [11.631, 8.514, -4.362], [11.125, 8.615, -5.655], [9.928, 7.982, -5.983], [9.240, 7.245, -5.024], [9.751, 7.135, -3.735], [12.556, 9.006, -4.086], [11.662, 9.185, -6.404], [9.532, 8.065, -6.990], [8.306, 6.757, -5.280], [9.233, 6.558, -2.977]]}

=====

{"formula": "C51H44FeN6O5S2", "method": "ωB97M-V with the def2-TZVPD basis set", "spin_multiplicity": 2, "e_lumo_ev": [1.99, 1.95], "homo_energy_ev": [-4.383, -4.374], "total_energy_ev": -128838.2568, "total_charge": -1, "de_lowest_ev": 1.894, "symbols": ["Fe", "N", "C", "S", "N", "N", "C", "C", "C", "C", "C", "C", "C", "O", "H", "H", "H", "H", "H", "H", "H", "N", "C", "C", "C", "C", "C", "C", "S", "N", "C", "C", "C", "C", "C", "C", "N", "H", "H", "H", "H", "H", "H", "H", "H", "H", "C", "C", "C", "O", "C", "C", "O", "C", "O", "C", "C", "C", "C", "C", "C", "C", "C", "C", "C", "C", "C", "C", "O", "C", "C", "C", "C", "C", "C", "C", "C", "C", "C", "C", "C", "H", "H", "H", "H", "H", "H", "H", "H", "H", "H", "H", "H", "H", "H", "H", "H", "H", "H", "H", "H", "H", "H", "H", "H", "H", "H", "H", "H"], "coordinates": [[0.398, 0.277, 1.887], [-1.797, -1.346, 5.607], [-1.114, -0.429, 4.820], [0.610, -0.390, 4.859], [-1.862, 0.409, 4.166], [-1.113, 1.241, 3.374], [-1.576, 2.417, 3.261], [-0.962, 3.466, 2.462], [-1.642, 4.678, 2.299], [-1.092, 5.741, 1.604], [0.197, 5.595, 1.087], [0.889, 4.408, 1.239], [0.317, 3.289, 1.891], [0.980, 2.168, 1.959], [-1.269, -2.172, 5.828], [-2.759, -1.488, 5.336], [-2.486, 2.662, 3.812], [-2.632, 4.771, 2.738], [-1.641, 6.665, 1.475], [0.661, 6.421, 0.556], [1.897, 4.297, 0.849], [2.045, -3.793, 2.056], [1.119, -4.782, 1.667], [1.549, -6.001, 1.170], [0.628, -6.994, 0.858], [-0.726, -6.762, 1.033], [-1.157, -5.526, 1.503], [-0.240, -4.539, 1.822], [-0.764, -2.969, 2.440], [0.560, -1.989, 2.053], [1.735, -2.454, 2.042], [2.863, -1.471, 2.073], [4.188, -1.787, 1.856], [5.136, -0.771, 1.913], [4.727, 0.512, 2.206], [3.379, 0.728, 2.447], [2.483, -0.250, 2.390], [3.010, -4.030, 1.929], [2.613, -6.180, 1.045], [0.978, -7.944, 0.478], [-1.450, -7.532, 0.793], [-2.216, -5.321, 1.630], [4.505, -2.795, 1.622], [6.179, -0.989, 1.721], [5.432, 1.331, 2.248], [2.986, 1.708, 2.702], [-1.066, 4.130, -2.312], [-1.212, 2.668, -2.716], [-1.756, 2.513, -4.115], [0.019, 1.996, -2.623], [0.160, 1.599, -1.261], [-1.301, 1.459, -0.743], [-2.078, 2.006, -1.811], [-1.895, 0.124, -0.236], [-1.254, -0.167, 0.997], [-3.408, 0.400, 0.119], [-4.504, -0.211, -0.490], [-5.806, 0.066, -0.073], [-6.041, 0.951, 0.967], [-4.955, 1.559, 1.584], [-3.667, 1.281, 1.159], [-1.894, -0.986, -1.299], [-1.517, -2.282, -0.985], [-1.670, -3.313, -1.911], [-2.223, -3.067, -3.159], [-2.599, -1.773, -3.487], [-2.429, -0.747, -2.570], [1.283, 0.550, -1.076], [1.362, 0.316, 0.280], [1.339, -0.743, -1.916], [2.003, -1.824, -1.341], [2.257, -2.986, -2.055], [1.851, -3.090, -3.379], [1.192, -2.021, -3.966], [0.941, -0.856, -3.246], [2.580, 1.353, -1.432], [3.079, 2.209, -0.447], [4.213, 2.977, -0.676], [4.877, 2.899, -1.896], [4.390, 2.049, -2.878], [3.250, 1.282, -2.649], [-0.308, 4.613, -2.935], [-0.767, 4.211, -1.263], [-2.024, 4.638, -2.438], [-1.213, 3.161, -4.805], [-2.813, 2.785, -4.116], [-1.651, 1.476, -4.439], [0.563, 2.442, -0.694], [-1.383, 2.114, 0.127], [-4.365, -0.925, -1.286], [-6.637, -0.427, -0.569], [-7.052, 1.147, 1.305], [-5.109, 2.247, 2.409], [-2.838, 1.737, 1.656], [-1.118, -2.470, -0.001], [-1.358, -4.318, -1.653], [-2.342, -3.874, -3.876], [-3.037, -1.562, -4.457], [-2.753, 0.250, -2.825], [2.330, -1.718, -0.322], [2.771, -3.816, -1.580], [2.031, -4.001, -3.941], [0.861, -2.090, -4.997], [0.442, -0.025, -3.725], [2.558, 2.249, 0.505], [4.576, 3.645, 0.098], [5.764, 3.497, -2.079], [4.897, 1.980, -3.834], [2.889, 0.629, -3.432]]}

=====

{"formula": "C51H44N2OP2Tc", "method": "ωB97M-V with the def2-TZVPD basis set", "spin_multiplicity": 4, "e_lumo_ev": [-11.44, -14.00], "homo_energy_ev": [-18.643, -18.654], "total_energy_ev": -79364.9327, "total_charge": 4, "symbols": ["Tc", "C", "C", "C", "C", "C", "C", "C", "C", "C", "H", "H", "H", "H", "H", "H", "H", "H", "H", "H", "H", "H", "O", "C", "C", "C", "C", "C", "C", "P", "C", "C", "C", "C", "C", "C", "C", "C", "C", "C", "C", "C", "C", "C", "C", "C", "C", "C", "P", "C", "C", "C", "C", "C", "C", "C", "C", "C", "C", "C", "C", "H", "H", "H", "H", "H", "H", "H", "H", "H", "H", "H", "H", "H", "H", "H", "H", "H", "H", "H", "H", "H", "H", "H", "H", "H", "H", "H", "H", "N", "C", "C", "C", "C", "C", "N", "C", "H", "H", "H", "H"], "coordinates": [[0.458, -0.039, 1.097], [-1.990, -0.804, 3.720], [-0.626, -0.391, 3.276], [-0.284, 0.965, 3.131], [1.068, 1.406, 3.029], [1.441, 2.836, 3.256], [2.047, 0.421, 2.901], [1.741, -0.959, 2.856], [2.823, -1.981, 2.693], [0.394, -1.341, 3.031], [-1.974, -0.828, 4.815], [-2.257, -1.799, 3.367], [-2.752, -0.089, 3.416], [-1.056, 1.714, 3.240], [1.620, 2.955, 4.329], [0.649, 3.524, 2.975], [2.365, 3.103, 2.743], [3.088, 0.717, 2.847], [3.191, -2.258, 3.686], [3.668, -1.585, 2.131], [2.452, -2.887, 2.214], [0.151, -2.392, 3.050], [-1.269, -0.174, -1.897], [-2.110, 0.914, -2.125], [-3.205, 0.856, -2.965], [-3.982, 2.002, -3.091], [-3.653, 3.147, -2.378], [-2.578, 3.151, -1.495], [-1.785, 2.015, -1.332], [-0.340, 2.038, -0.205], [1.063, 2.446, -1.260], [0.926, 2.522, -2.594], [2.040, 2.765, -3.505], [3.286, 2.867, -3.051], [3.613, 2.772, -1.598], [2.411, 2.608, -0.613], [-0.728, 3.482, 0.803], [-1.814, 3.427, 1.683], [-2.193, 4.552, 2.396], [-1.497, 5.746, 2.229], [-0.448, 5.820, 1.324], [-0.069, 4.695, 0.601], [-1.043, -1.220, -2.651], [-1.191, -1.263, -4.061], [-1.005, -2.462, -4.690], [-0.686, -3.607, -3.931], [-0.478, -3.537, -2.531], [-0.599, -2.340, -1.881], [-0.492, -2.102, -0.054], [-2.225, -2.234, 0.442], [-2.896, -3.460, 0.508], [-4.254, -3.493, 0.782], [-4.963, -2.311, 0.962], [-4.311, -1.087, 0.868], [-2.949, -1.049, 0.610], [0.432, -3.581, 0.460], [0.040, -4.304, 1.594], [0.775, -5.398, 2.028], [1.920, -5.786, 1.343], [2.315, -5.086, 0.211], [1.578, -3.996, -0.230], [-3.481, -0.056, -3.475], [-4.850, 1.991, -3.738], [-4.250, 4.042, -2.490], [-2.368, 4.052, -0.936], [-0.056, 2.428, -3.045], [1.819, 2.871, -4.559], [4.109, 3.054, -3.734], [4.257, 3.607, -1.326], [2.388, 3.388, 0.149], [-2.398, 2.515, 1.781], [-3.041, 4.509, 3.068], [-1.793, 6.625, 2.788], [0.067, 6.759, 1.165], [0.719, 4.785, -0.135], [-1.411, -0.354, -4.605], [-1.092, -2.544, -5.766], [-0.572, -4.562, -4.431], [-0.220, -4.446, -2.005], [-2.375, -4.391, 0.328], [-4.765, -4.445, 0.842], [-6.025, -2.345, 1.167], [-4.866, -0.166, 0.996], [-2.457, -0.083, 0.547], [-0.864, -4.050, 2.132], [0.443, -5.957, 2.893], [2.489, -6.644, 1.677], [3.189, -5.395, -0.348], [1.902, -3.522, -1.150], [3.220, -2.800, -3.514], [3.413, -1.841, -2.910], [3.459, -0.718, -2.018], [4.319, 0.311, -2.066], [4.208, 1.410, -1.082], [3.046, 1.305, -0.059], [2.160, 0.130, -0.118], [2.405, -0.754, -1.020], [5.100, 0.349, -2.819], [5.178, 1.546, -0.600], [3.387, 1.389, 0.966], [1.754, -1.614, -1.061]]}